Density functional theory data (ωB97M-V/def2-TZVPD) for a cluster of 2 separate species, H4O2 in total.

## Properties
LUMO level: 0.57 eV
Structure (SMILES): O.O
Energy above the lowest of the compared OMol25 structures with the same formula, charge and spin: 0.147 eV
Kohn-Sham gap: 11.3 eV
E_HOMO: -10.8 eV

Geometry as ORCA input:
```
! wB97M-V def2-TZVPD RIJCOSX def2/J DEFGRID3
* xyz 0 1
O 7.914 -0.910 19.108
O 6.618 0.516 17.269
H 6.397 0.108 16.432
H 7.437 -0.267 18.583
H 7.333 -1.670 19.143
H 5.774 0.649 17.701
*
```

Electronic structure analysis, Löwdin charges in units of e:
1. O -0.07
2. O -0.03
3. H 0.06
4. H -0.04
5. H 0.02
6. H 0.06

---

Density functional theory data (ωB97M-V/def2-TZVPD) for a structure of composition C33H66O15.

## Properties
LUMO level: 0.51 eV
Energy above the lowest of the compared OMol25 structures with the same formula, charge and spin: 21.963 eV
Kohn-Sham gap: 9.0 eV
E_HOMO: -8.5 eV

Geometry as ORCA input:
```
! wB97M-V def2-TZVPD RIJCOSX def2/J DEFGRID3
* xyz 0 1
O 0.181 -5.164 -1.281
O 4.536 -3.131 0.461
O -3.329 2.141 3.553
O 1.709 -3.402 -1.244
O 0.692 0.263 1.485
O -2.077 1.535 5.399
O -1.864 0.469 3.575
O -5.696 -0.804 -1.323
O -2.230 2.003 -3.189
O 2.034 -5.102 -2.670
O -0.304 5.020 -2.070
O 2.297 0.612 4.938
O 2.789 -0.872 -2.831
O -1.151 0.657 0.325
O -0.327 -1.433 0.168
C 0.198 4.708 -0.775
C -0.104 3.238 -0.608
C 1.234 -4.615 -1.726
C -1.358 3.024 -1.434
C -3.400 1.726 -3.874
C 3.262 -0.319 4.438
C -4.609 -1.420 -0.650
C -1.889 -0.255 -3.926
C 5.052 -2.285 1.476
C -2.115 0.536 -0.667
C 2.568 0.466 -2.793
C -1.836 0.175 2.199
C -3.398 0.213 -3.913
C 4.227 -1.060 1.286
C -2.450 1.494 4.072
C 3.893 -2.461 -0.531
C 1.601 -1.527 -3.282
C 4.038 -0.947 -0.228
C 0.945 -2.724 -0.278
C -2.400 2.630 6.231
C 2.818 1.888 4.877
C 1.620 -6.337 -3.353
C 0.504 -0.708 -2.657
C 4.317 1.735 4.792
C -0.286 -0.290 0.620
C 1.910 -0.452 1.738
C -4.638 -0.685 0.667
C -1.531 4.266 -2.282
C -6.122 0.412 -0.705
C 4.656 0.310 4.532
C -1.151 0.997 -3.392
C 1.135 0.706 -2.271
C -5.988 0.061 0.686
H -3.523 2.081 -4.898
H -0.465 1.366 -4.155
H 1.600 -2.545 -2.893
H -5.901 0.921 1.350
H 6.136 -2.176 1.456
H -4.304 2.051 -3.358
H -2.150 2.540 7.288
H 3.109 -0.469 3.369
H 0.599 -6.344 -3.734
H -0.122 -2.632 -0.483
H 0.248 -1.123 -1.682
H 0.750 2.805 -1.129
H 1.146 0.813 -1.186
H -1.575 -0.366 -4.964
H 1.321 -1.710 -0.141
H 2.853 -2.782 -0.595
H -0.359 -0.814 -3.314
H 2.584 -0.384 0.884
H 4.710 2.004 5.773
H -1.619 -1.179 -3.415
H -5.564 1.302 -0.995
H -2.216 2.948 -0.765
H 4.764 -2.838 2.370
H -1.736 4.085 -3.337
H 3.079 -1.339 4.777
H -6.735 -0.670 0.995
H -2.771 0.188 1.639
H 4.819 -0.220 1.650
H -1.096 0.789 1.685
H 2.461 2.438 4.006
H 1.633 -1.494 1.895
H 3.280 0.853 -2.064
H -3.803 -0.008 0.845
H -0.104 2.762 0.373
H -2.839 1.341 -0.796
H -3.621 -1.330 -1.100
H 0.663 1.560 -2.757
H 1.604 -1.639 -4.366
H -0.572 0.856 -2.479
H 4.773 2.370 4.032
H -1.785 3.450 5.861
H 3.369 -1.109 1.956
H -4.617 -1.391 1.498
H 2.522 2.496 5.732
H -0.135 5.420 -0.020
H -1.604 -0.888 2.140
H 1.278 4.857 -0.766
H -7.105 0.768 -1.013
H -2.337 4.882 -1.882
H 1.056 -3.197 0.698
H 2.809 1.089 -3.654
H 2.443 -0.088 2.616
H 4.258 -2.767 -1.512
H -2.704 -0.380 -0.618
H 5.193 -0.143 5.365
H -1.522 0.476 -1.579
H 2.238 -6.786 -4.131
H 4.992 -0.701 -0.694
H -1.593 2.073 -1.911
H 1.672 -7.100 -2.576
H -3.470 2.804 6.118
H 3.257 -0.361 -0.713
H -4.718 -2.493 -0.489
H -3.730 -0.186 -2.955
H 5.398 0.139 3.752
H -4.182 -0.168 -4.567
*
```

Atom charges from the Löwdin analysis, given in e for atoms 1 to 8:
1. O 0.07
2. O -0.09
3. O 0.12
4. O -0.12
5. O 0.03
6. O -0.03
7. O 0.08
8. O -0.11

---

Density functional theory data (ωB97M-V/def2-TZVPD) for a structure of composition C4H11N3O3P.

## Properties
LUMO level: 3.74 eV
Energy above the lowest of the compared OMol25 structures with the same formula, charge and spin: 0.614 eV
Kohn-Sham gap: 8.2 eV
E_HOMO: -4.5 eV

Geometry as ORCA input:
```
! wB97M-V def2-TZVPD RIJCOSX def2/J DEFGRID3
* xyz -1 1
P 2.302 0.637 0.136
O 1.845 0.944 -1.435
O 2.642 1.921 0.842
O 3.370 -0.364 0.057
N -1.941 1.624 -0.691
N -0.419 0.360 0.495
N -0.083 2.759 0.289
C -0.762 1.516 0.116
C 0.685 -1.819 0.035
C 0.844 -0.096 0.937
C -0.520 -2.352 0.737
H -2.140 0.664 -0.883
H 0.026 3.187 -0.587
H 0.778 2.671 0.773
H -0.385 -2.874 1.622
H -1.252 -1.488 0.866
H 2.509 0.479 -1.880
H -2.653 2.118 -0.263
H -1.159 -2.918 -0.060
H 1.541 -2.249 0.257
H 0.496 -1.569 -0.948
H 0.852 -0.317 2.099
*
```

Atom charges from the Löwdin analysis, given in e for atoms 1 to 8:
1. P 0.22
2. O -0.17
3. O -0.39
4. O -0.36
5. N 0.10
6. N -0.03
7. N 0.13
8. C -0.49

---

Density functional theory data (ωB97M-V/def2-TZVPD) for a cluster of 3 separate species, C4H13NOS in total.

## Properties
LUMO level: -2.43 eV
Energy above the lowest of the compared OMol25 structures with the same formula, charge and spin: 5.102 eV
Kohn-Sham gap: 6.9 eV
E_HOMO: -9.3 eV

Geometry as ORCA input:
```
! wB97M-V def2-TZVPD RIJCOSX def2/J DEFGRID3
* xyz 0 1
S -1.559 2.029 -0.857
O 1.072 -1.736 -2.831
N 0.606 -0.212 -0.296
C -1.893 0.400 -0.101
C 1.278 -0.058 1.032
C 0.455 0.438 2.259
C -0.832 -0.640 -0.282
H 1.140 0.667 3.075
H -0.946 -1.595 0.426
H 1.327 -1.092 -2.144
H -2.186 0.544 0.972
H 1.883 -0.926 1.301
H -0.958 -1.085 -1.287
H 0.972 -1.216 -3.686
H -0.274 -0.272 2.573
H 0.382 2.066 -2.070
H -0.159 1.278 2.157
H -2.801 -0.099 -0.387
H 0.431 0.815 -0.656
H 2.062 0.694 0.803
*
```

Atom charges from the Löwdin analysis, given in e for atoms 1 to 8:
1. S 0.59
2. O -0.11
3. N -0.14
4. C -0.63
5. C -0.25
6. C -0.09
7. C -0.33
8. H 0.07

---

Density functional theory data (ωB97M-V/def2-TZVPD) for a structure of composition C23H16IN6O3S2Ti.

## Properties
LUMO level (alpha / beta): 2.18 / 1.04 eV
<S²>: 2.028
Kohn-Sham gap (alpha / beta): 6.7 / 6.3 eV
E_HOMO (alpha / beta): -4.5 / -5.2 eV

Geometry as ORCA input:
```
! wB97M-V def2-TZVPD RIJCOSX def2/J DEFGRID3
* xyz -1 3
I -0.568 5.383 -2.075
Ti -0.546 0.010 -0.749
S -0.937 0.837 1.529
S 1.595 -0.634 0.288
O -1.484 -5.090 0.183
O 0.337 1.400 -1.491
O -0.073 -1.583 -1.681
N 2.403 3.962 5.656
N 2.182 2.677 -1.662
N 5.649 2.387 3.753
N -1.987 -1.207 -0.278
N -1.559 -2.492 -0.214
N -2.338 1.007 -1.274
C -3.676 2.824 -2.059
C -4.771 2.357 -1.324
C -3.428 0.509 -0.602
C 0.950 2.496 -1.132
C -3.218 -0.792 -0.075
C 0.414 -6.246 -0.560
C -0.483 -2.603 -0.980
C 0.228 -3.884 -1.028
C 1.646 -6.272 -1.184
C -2.489 2.133 -1.982
C 2.189 -5.111 -1.725
C 0.668 1.195 2.105
C -0.306 -5.057 -0.460
C 1.479 -3.930 -1.645
C 2.278 3.269 4.746
C 4.571 2.122 3.448
C 0.853 2.085 3.158
C -4.645 1.204 -0.589
C 3.247 1.794 3.031
C 3.063 0.886 1.995
C 0.392 3.473 -0.317
C 1.790 0.557 1.532
C 2.123 2.388 3.635
H -1.609 2.496 -2.494
H -0.013 -7.137 -0.119
H -5.706 2.900 -1.337
H -1.797 -4.158 0.279
H 1.880 -3.011 -2.050
H 3.163 -5.131 -2.197
H 2.194 -7.205 -1.244
H -3.736 3.727 -2.647
H -3.997 -1.416 0.344
H 3.922 0.423 1.529
H -5.465 0.809 -0.003
H 2.511 2.015 -2.340
H 2.635 3.567 -1.579
H -0.009 2.559 3.610
H -0.555 3.285 0.160
H 1.035 4.223 0.117
*
```

Atom charges from the Löwdin analysis, given in e for atoms 1 to 8:
1. I 0.09
2. Ti 0.73
3. S 0.71
4. S 0.73
5. O 0.05
6. O -0.23
7. O -0.20
8. N 0.15

---

no.,E (a.u.)
1,-152.86954
2,-2424.68629
3,-890.45753
4,-688.20122
5,-3384.09180